ORCA calculation (ωB97M-V/def2-TZVPD) on a single ClFH2NOP molecule in a non-equilibrium geometry.

Output
HOMO level, eV: -9.70
Relative energy (zero: lowest compared OMol25 entry of this formula, charge and spin), eV: 1.029
Charge: 0
Calculated total energy, eV: -28099.885
Frontier orbital gap, eV: 9.87
Lowest unoccupied orbital energy, hartree: 0.006
Multiplicity: 1

Last column: Löwdin charge in e.
Geometry (Å):
1 N 1.36 0.59 0.61  -0.20
2 P -0.23 0.18 0.05  0.21
3 O -0.23 -0.36 -1.39  -0.18
4 F -0.66 -1.10 0.97  -0.24
5 Cl -1.99 1.07 -0.19  0.43
6 H 1.23 0.39 1.61  -0.06
7 H 0.52 -0.76 -1.67  0.03